1.
Formula: C4H8N2O
Source: the OMol25 dataset
Level of theory: wB97M-V/def2-TZVPD

Last column: natural (NBO) charge in e.
Positions of all 15 atoms, in Å:
1 C -0.84 -1.53 -2.17  -0.4267
2 N -0.39 -0.38 -1.40  -0.3113
3 N -1.02 0.93 -1.81  -0.5238
4 C -1.22 0.35 -0.58  0.7898
5 O -1.85 0.38 0.42  -0.5245
6 H -0.24 -1.60 -3.07  0.2087
7 H -1.89 -1.45 -2.47  0.1946
8 H -0.71 -2.41 -1.54  0.2201
9 H -0.34 1.68 -1.92  0.3761
10 C 1.80 0.29 2.79  -0.3877
11 C 1.05 0.97 1.94  -0.3870
12 H 1.38 -0.36 3.55  0.1902
13 H 2.81 0.60 3.02  0.1872
14 H -0.02 0.81 1.93  0.2076
15 H 1.47 1.74 1.31  0.1865

As for the charge: 0. The HOMO energy comes out at -0.3677 Ha. Its structure (SMILES) is CN1NC1=O.C=C. The calculation puts the LUMO energy at 0.035 Eh. As for the total energy: -341.8434 a.u. For the HOMO-LUMO gap, the calculation gives 0.4031 Ha.

---

2.
Formula: C4H8N2O
Source: the OMol25 dataset
Level of theory: wB97M-V/def2-TZVPD

Last column: natural (NBO) charge in e.
Positions of all 15 atoms, in Å:
1 C 1.70 -1.16 -0.59  -0.4796
2 N 0.95 -0.52 0.66  -0.5459
3 N 1.24 1.02 0.43  -0.2533
4 C 0.18 1.49 -0.26  0.0633
5 C -0.83 0.71 -0.53  -0.6307
6 C -1.34 -0.15 0.43  0.4305
7 O -2.17 -1.01 0.00  -0.5964
8 H 2.73 -0.73 -1.02  0.2272
9 H 1.88 -2.30 -0.18  0.2138
10 H 0.93 -1.43 -1.44  0.2212
11 H 1.55 -0.45 1.63  0.3976
12 H 0.26 2.52 -0.34  0.2085
13 H -0.85 0.34 -1.67  0.2862
14 H -1.85 1.32 -0.59  0.2868
15 H -0.83 -0.08 1.64  0.1706

As for the charge: 0. The HOMO energy comes out at -0.3436 Ha. Its structure (SMILES) is CN/N=C\CC=O. The calculation puts the LUMO energy at 0.025 Eh. As for the total energy: -341.7284 a.u. For the HOMO-LUMO gap, the calculation gives 0.3685 Ha.

---

3.
Formula: C4H8N2O
Source: the OMol25 dataset
Level of theory: wB97M-V/def2-TZVPD

Last column: natural (NBO) charge in e.
Positions of all 15 atoms, in Å:
1 C 1.05 -0.46 -1.33  -0.6159
2 C 0.19 -0.15 -0.13  -0.0223
3 C -0.13 1.33 0.04  0.6770
4 N -1.12 1.66 0.93  -0.8239
5 O 0.47 2.18 -0.60  -0.6079
6 C -0.74 -1.20 0.36  -0.2481
7 N 0.40 -0.81 1.17  -0.5815
8 H 1.50 -1.46 -1.24  0.2036
9 H 0.43 -0.46 -2.24  0.2230
10 H 1.84 0.28 -1.46  0.2434
11 H -1.42 1.01 1.64  0.3968
12 H -1.17 2.65 1.16  0.4026
13 H -1.72 -0.92 0.75  0.1927
14 H -0.72 -2.15 -0.16  0.2009
15 H 1.15 -1.50 1.11  0.3595

As for the charge: 0. The HOMO energy comes out at -0.3538 Ha. Its structure (SMILES) is C[C@@]1(C(N)=O)CN1. The calculation puts the LUMO energy at 0.035 Eh. As for the total energy: -341.9546 a.u. For the HOMO-LUMO gap, the calculation gives 0.3889 Ha.

---

4.
Formula: C4H8N2O
Source: the OMol25 dataset
Level of theory: wB97M-V/def2-TZVPD

Last column: natural (NBO) charge in e.
Positions of all 15 atoms, in Å:
1 H -0.71 0.19 1.96  0.3353
2 N 0.18 0.16 1.46  -0.7014
3 C 0.01 0.05 0.19  0.3312
4 N -1.15 -0.08 -0.52  -0.6027
5 C -2.45 0.08 0.08  -0.4203
6 C 1.24 0.06 -0.71  0.5582
7 C 2.56 -0.22 -0.06  -0.7165
8 O 1.10 0.28 -1.89  -0.5407
9 H -1.04 0.04 -1.52  0.4189
10 H -3.21 -0.17 -0.66  0.2168
11 H -2.62 1.10 0.44  0.1911
12 H -2.57 -0.61 0.92  0.1988
13 H 2.50 -1.14 0.52  0.2444
14 H 3.33 -0.30 -0.84  0.2313
15 H 2.82 0.58 0.64  0.2555

As for the charge: 0. The HOMO energy comes out at -0.3421 Ha. Its structure (SMILES) is [H]/N=C(\NC)C(C)=O. The calculation puts the LUMO energy at 0.025 Eh. As for the total energy: -341.9649 a.u. For the HOMO-LUMO gap, the calculation gives 0.3672 Ha.

---

5.
Formula: C4H8N2O
Source: the OMol25 dataset
Level of theory: wB97M-V/def2-TZVPD

Last column: natural (NBO) charge in e.
Positions of all 15 atoms, in Å:
1 C -0.51 -1.83 1.35  -0.6409
2 C -0.63 -0.83 0.23  0.3024
3 O -1.80 -0.08 0.34  -0.7141
4 N -0.25 -1.28 -1.17  -0.3272
5 C 0.39 -0.33 -0.63  0.1936
6 C 1.15 0.90 -1.02  -0.2828
7 N 0.32 2.01 -0.53  -0.8427
8 H -1.16 -2.68 1.14  0.2234
9 H -0.83 -1.38 2.30  0.2225
10 H 0.51 -2.20 1.45  0.2149
11 H -1.60 0.79 -0.05  0.4927
12 H 1.20 0.93 -2.12  0.2181
13 H 2.18 0.89 -0.64  0.1996
14 H 0.46 2.84 -1.08  0.3733
15 H 0.57 2.23 0.43  0.3671

As for the charge: 0. The HOMO energy comes out at -0.3316 Ha. Its structure (SMILES) is C[C@]1(O)N=C1CN. The calculation puts the LUMO energy at 0.026 Eh. As for the total energy: -341.8986 a.u. For the HOMO-LUMO gap, the calculation gives 0.3580 Ha.

---

6.
Formula: C4H8N2O
Source: the OMol25 dataset
Level of theory: wB97M-V/def2-TZVPD

Last column: natural (NBO) charge in e.
Positions of all 15 atoms, in Å:
1 C 1.22 1.53 0.58  -0.6738
2 C -0.10 0.83 0.38  -0.2004
3 C -0.60 0.74 -1.00  -0.2590
4 N 0.19 -0.43 -0.54  -0.4992
5 C -0.24 -1.67 0.05  0.8153
6 O 0.56 -2.57 0.12  -0.5949
7 N -1.52 -1.64 0.50  -0.8382
8 H 1.80 1.71 -0.35  0.1622
9 H 1.06 2.49 1.07  0.2300
10 H 1.85 0.93 1.25  0.2197
11 H -1.65 0.51 -1.19  0.2049
12 H -0.11 1.21 -1.85  0.1853
13 H 1.10 -0.54 -0.97  0.4203
14 H -1.81 -0.71 0.82  0.4232
15 H -1.74 -2.40 1.13  0.4047

As for the charge: 0. The HOMO energy comes out at -0.2876 Ha. The calculation puts the LUMO energy at 0.035 Eh. As for the total energy: -341.8753 a.u. For the HOMO-LUMO gap, the calculation gives 0.3222 Ha.

---

7.
Formula: C4H8N2O
Source: the OMol25 dataset
Level of theory: wB97M-V/def2-TZVPD

Last column: natural (NBO) charge in e.
Positions of all 15 atoms, in Å:
1 C 0.53 -0.27 -0.26  0.0127
2 C 1.60 0.43 0.18  0.2827
3 C -2.38 0.09 0.89  -0.6687
4 C -1.94 0.18 -0.60  -0.2137
5 N 1.30 -1.09 -1.11  -0.5165
6 N 2.47 -0.48 -0.55  -0.4821
7 O 2.08 1.27 1.08  -0.6679
8 H -2.07 -0.82 1.33  0.2225
9 H -3.36 0.30 1.20  0.2141
10 H -1.77 0.77 1.41  0.2214
11 H -1.82 1.15 -0.87  0.1654
12 H -2.06 -0.55 -1.43  0.2049
13 H 1.33 -1.10 -2.13  0.3684
14 H 3.00 -1.20 -0.13  0.3601
15 H 3.09 1.32 0.98  0.4968

As for the charge: 0. The HOMO energy (alpha / beta) comes out at -0.2762 / -0.2730 Ha. The calculation puts the LUMO energy (alpha / beta) at 0.011 / 0.002 Eh. As for the total energy: -341.6910 a.u. For the HOMO-LUMO gap (alpha / beta), the calculation gives 0.2877 / 0.2749 Ha.

---

8.
Formula: C4H8N2O
Source: the OMol25 dataset
Level of theory: wB97M-V/def2-TZVPD

Last column: natural (NBO) charge in e.
Positions of all 15 atoms, in Å:
1 N -0.56 2.26 0.32  -0.3503
2 C -0.85 1.15 0.46  0.2864
3 C -1.00 -0.30 0.43  -0.1484
4 N -2.42 -0.54 0.01  -0.8253
5 C 0.39 -0.68 -0.51  -0.3978
6 C 1.59 0.29 -0.51  -0.0701
7 O 2.25 0.33 0.75  -0.7309
8 H -0.84 -0.70 1.45  0.2167
9 H -2.66 -1.52 -0.09  0.3653
10 H -3.07 -0.19 0.72  0.3700
11 H 0.13 -0.73 -1.58  0.2226
12 H 0.86 -1.63 -0.21  0.2205
13 H 1.36 1.31 -0.86  0.1944
14 H 2.19 -0.25 -1.28  0.1647
15 H 2.63 1.21 0.89  0.4823

As for the charge: 0. The HOMO energy comes out at -0.3692 Ha. Its structure (SMILES) is N#C[C@@H](N)CCO. The calculation puts the LUMO energy at 0.030 Eh. As for the total energy: -341.9070 a.u. For the HOMO-LUMO gap, the calculation gives 0.3990 Ha.